No. 1
Computed, not measured: a structure of composition C28H23CoIN2O5, with wB97M-V/def2-TZVPD.

Kohn-Sham gap (alpha / beta) = 6.4 / 5.6 eV
HOMO level (alpha / beta) = -11.37 / -11.24 eV
Net charge = +1

Each line ends with the natural charge from an NBO analysis.
Geometry (Å):
1 Co 0.91444 -0.64507 0.35834  1.2958
2 C -3.19139 -2.35721 -0.58576  -0.6577
3 C -2.88827 -2.08149 0.84512  0.1900
4 N -3.84587 -2.15412 1.74045  -0.3649
5 C -3.56441 -1.89166 3.02402  0.0248
6 C -2.30992 -1.53586 3.51581  -0.0374
7 C -2.15369 -1.21476 4.98553  -0.0965
8 O -1.10424 -1.94081 5.61127  -0.7265
9 C -1.26521 -1.44108 2.59853  -0.1934
10 C 0.04448 -1.01038 3.03874  0.2001
11 N 0.99516 -0.59173 2.27845  -0.4993
12 C 2.13888 -0.01982 2.92239  0.1694
13 C 2.02830 0.63637 4.14730  -0.2217
14 C 3.14885 1.15805 4.76887  -0.1717
15 C 4.39613 1.05104 4.17299  -0.1789
16 C 4.51713 0.45022 2.93025  -0.2125
17 C 3.38971 -0.06259 2.31363  -0.1951
18 I 3.56417 -0.83890 0.38598  0.3040
19 C -1.53788 -1.73912 1.23069  0.4175
20 O -0.63309 -1.74664 0.33963  -0.6422
21 H -4.23484 -2.64144 -0.68587  0.2485
22 H -2.54715 -3.14729 -0.97607  0.2284
23 H -2.99158 -1.46943 -1.19276  0.2438
24 H -4.40301 -1.95558 3.71017  0.2049
25 H -3.10713 -1.37652 5.49111  0.1982
26 H -1.90726 -0.15840 5.10917  0.1920
27 H -1.39684 -2.83997 5.79258  0.4850
28 H 0.20300 -1.03184 4.11039  0.2425
29 H 1.05799 0.77790 4.60394  0.2329
30 H 3.04121 1.66686 5.71721  0.2404
31 H 5.27209 1.46034 4.65766  0.2411
32 H 5.48036 0.39260 2.44151  0.2387
33 O 0.74663 -0.56191 -1.58314  -0.7253
34 C 0.11727 0.69050 -2.06517  0.0956
35 C -0.34493 1.47064 -0.79595  0.7630
36 O -1.09395 2.40691 -0.90840  -0.5480
37 O 0.18873 1.07182 0.33086  -0.6698
38 C 1.21639 1.46146 -2.78066  -0.0053
39 C 1.93225 2.47172 -2.14404  -0.2174
40 C 2.99623 3.08191 -2.79259  -0.2033
41 C 3.35931 2.68136 -4.07082  -0.1769
42 C 2.64921 1.67439 -4.70860  -0.2036
43 C 1.57577 1.07095 -4.06962  -0.2340
44 C -1.05108 0.33489 -2.96066  -0.0986
45 C -1.75349 1.36666 -3.58218  -0.1286
46 C -2.81821 1.07441 -4.41685  -0.2143
47 C -3.19065 -0.24513 -4.64537  -0.1941
48 C -2.49301 -1.27070 -4.03157  -0.2102
49 C -1.42489 -0.98344 -3.18819  -0.2198
50 H 1.50264 -0.73204 -2.15903  0.5218
51 H 1.65482 2.79739 -1.14873  0.2273
52 H 3.53886 3.87815 -2.29906  0.2266
53 H 4.18692 3.16338 -4.57504  0.2268
54 H 2.91726 1.37022 -5.71228  0.2288
55 H 0.99704 0.31226 -4.58560  0.2322
56 H -1.46675 2.39374 -3.40452  0.2300
57 H -3.36045 1.88126 -4.89275  0.2260
58 H -4.02015 -0.46900 -5.30393  0.2253
59 H -2.77501 -2.30171 -4.20636  0.2222
60 H -0.89690 -1.79176 -2.70103  0.2235

No. 2
Computed, not measured: a structure of composition C8H14NO2, with wB97M-V/def2-TZVPD.

Kohn-Sham gap = 6.4 eV
HOMO level = -2.60 eV
Net charge = -1

Each line ends with the natural charge from an NBO analysis.
Geometry (Å):
1 C -1.89763 0.96348 -0.26005  -0.2978
2 C -0.79981 0.94695 0.48425  -0.1598
3 C -2.59713 -0.31313 -0.36395  -0.4378
4 C -1.65537 -1.54608 -0.19132  -0.2245
5 C -0.13854 -0.26201 1.07749  -0.1695
6 C 2.59094 -0.10375 1.03627  -0.6621
7 C 1.47750 0.59130 -1.30800  -0.6687
8 C 1.46223 -0.35459 -0.00266  0.3656
9 N -0.94782 -1.45638 1.10756  -0.1736
10 O -0.08085 -2.59439 1.13834  -0.6589
11 O 1.64155 -1.58236 -0.44006  -0.9073
12 H -2.11173 1.92211 -0.74363  0.1948
13 H -0.23726 1.89846 0.60485  0.1907
14 H -3.31907 -0.40476 0.43062  0.1984
15 H -3.16205 -0.37914 -1.34298  0.1879
16 H -2.23508 -2.38437 -0.11474  0.1837
17 H -0.98594 -1.57193 -0.97676  0.1927
18 H 0.24452 -0.02810 2.04323  0.1844
19 H 3.27207 0.67988 0.68582  0.1755
20 H 3.27244 -0.89587 1.11360  0.2142
21 H 2.32856 0.16913 2.10910  0.1801
22 H 0.47093 0.96423 -1.63604  0.2097
23 H 2.03768 1.44165 -1.05218  0.1741
24 H 2.11492 0.16305 -2.07484  0.2120
25 H 0.77528 -2.33400 0.62967  0.4962

No. 3
Computed, not measured: a structure of composition FeHO2S, with wB97M-V/def2-TZVPD.

Kohn-Sham gap (alpha / beta) = 8.2 / 7.2 eV
HOMO level (alpha / beta) = -9.34 / -9.34 eV
Spin multiplicity = 6

Each line ends with the natural charge from an NBO analysis.
Geometry (Å):
1 Fe 0.63637 0.39670 0.00163  1.4458
2 S -1.35442 -0.95167 -0.44907  -0.2078
3 O -0.69128 -0.06590 1.26167  -0.5688
4 O 1.12660 1.12258 1.65112  -1.1453
5 H 1.45897 0.61789 2.39667  0.4761

No. 4
Computed, not measured: a cluster of 2 separate species, C15H24FIN5O8PS3 in total, with wB97M-V/def2-TZVPD.

Kohn-Sham gap = 2.0 eV
HOMO level = 0.98 eV
Net charge = -2

Each line ends with the natural charge from an NBO analysis.
Geometry (Å):
1 C -2.38016 -4.82193 -1.24920  -0.2615
2 O -2.83544 -3.55312 -1.70348  -0.5540
3 C -3.31535 -2.74068 -0.65681  -0.0866
4 C -2.31258 -1.60856 -0.33874  0.3831
5 C -2.88189 -0.88205 0.90102  -0.6850
6 S -1.68069 -0.02648 1.92111  2.0238
7 O -1.30363 1.21501 1.31061  -0.9506
8 O -2.26792 0.12207 3.22250  -0.9603
9 N -2.17555 -0.78397 -1.49318  -0.6832
10 C -0.95107 -0.03591 -1.47772  0.3333
11 N -0.96009 1.26783 -1.91166  -0.6047
12 C -2.10385 1.94705 -2.44581  -0.2494
13 C -2.94724 2.45172 -1.27295  0.0531
14 F -4.15227 3.01264 -1.69709  -0.3851
15 N 0.21294 -0.65423 -0.95107  -0.5205
16 C 1.43402 -0.34787 -1.73160  -0.2428
17 C 2.58305 0.25436 -0.88680  -0.4465
18 C 2.08183 0.92314 0.39020  -0.5012
19 S 3.42454 1.61365 1.44246  0.2873
20 C 3.16921 0.72275 2.95928  -0.1138
21 S 4.03417 -0.63111 3.25806  -0.0193
22 N 2.21529 1.17088 3.89873  -0.4288
23 C 2.20009 0.83406 5.22700  -0.1017
24 C 1.10030 1.46125 5.70468  -0.0881
25 N 0.47068 2.16645 4.72330  -0.4585
26 C 1.15017 1.98216 3.63195  0.1877
27 C -0.05803 -2.06458 -0.83842  0.1681
28 I 1.62958 -3.18512 0.00889  -0.0140
29 O -1.08991 -2.23259 0.09506  -0.6039
30 H -3.25637 -5.44875 -1.04366  0.1589
31 H -1.70603 -4.74140 -0.39562  0.1956
32 H -1.83494 -5.27904 -2.07460  0.1939
33 H -4.24052 -2.25424 -0.98237  0.1887
34 H -3.46034 -3.31968 0.25844  0.1764
35 H -3.28633 -1.65886 1.55529  0.2382
36 H -3.71059 -0.22172 0.65859  0.2647
37 H -0.57637 -0.80794 2.04800  0.0328
38 H -2.26768 -1.32464 -2.34233  0.3924
39 H -0.10425 1.79477 -1.86370  0.4164
40 H -2.67445 1.25689 -3.07384  0.1883
41 H -1.81229 2.82072 -3.03271  0.2066
42 H -3.18648 1.58540 -0.65723  0.1563
43 H -2.37149 3.12899 -0.64282  0.1736
44 H 1.23272 0.38493 -2.51020  0.2180
45 H 1.79587 -1.23342 -2.26498  0.2099
46 H 3.03978 0.99735 -1.54175  0.2906
47 H 3.33433 -0.49633 -0.64423  0.2184
48 H 1.41960 1.74907 0.11846  0.2118
49 H 1.49913 0.24800 1.01293  0.2117
50 H 2.89687 0.22132 5.75787  0.2352
51 H 0.76010 1.39800 6.72611  0.1908
52 H 0.89448 2.39745 2.67332  0.2358
53 H -0.28466 -2.53878 -1.80883  0.1520
54 O 4.18467 3.29688 -4.28349  -1.0000
55 P 5.12834 2.75426 -3.19420  2.4335
56 O 4.59758 3.20702 -1.82687  -1.0263
57 O 6.54314 3.29377 -3.44479  -1.0163
58 O 5.15595 1.21311 -3.22112  -1.0251

Table of calculated total energy (a.u.), in record order: -3246.731612, -518.341716, -1812.799179, -3394.937110
Table of F_max (eV/Å), in record order: 3.1, 3.6, 5.8, 2.3